# C4H6N2O

A single C4H6N2O molecule (the ωB97M-V functional and the def2-TZVPD basis, the OMol25 dataset).

Last column: Mulliken charge in e.
Geometry (Å):
C -1.796 -0.209 0.217  -1.21
C -0.440 0.143 -0.336  0.70
N -0.420 -0.168 -1.781  -0.08
O 0.705 -0.332 -2.173  -0.32
C 0.363 1.275 0.160  -0.62
C 0.927 0.118 0.291  0.11
N 1.912 -0.647 0.825  -0.47
H -2.041 -1.242 -0.022  0.33
H -1.827 -0.059 1.294  0.34
H -2.569 0.429 -0.228  0.29
H 0.340 2.315 0.373  0.42
H 2.751 -0.146 1.097  0.26
H 2.097 -1.475 0.285  0.25

Its energy above the lowest of the compared OMol25 structures with the same formula, charge and spin is 486.57 kJ/mol. As for the LUMO energy: 0.330 eV.